Record 1
A molecular structure, C17H20IrN5O3S5Sb at a distorted geometry, computed with wB97M-V/def2-TZVPD.

Output
energy = -3495.033223 a.u.
total charge = -1
orbital gap = 4.6 eV

Last column: natural (NBO) charge in e.
Element x y z (Å)
1 Ir -0.120 -0.105 0.123  0.694
2 C -1.660 4.458 2.645  -0.407
3 N -2.387 3.247 2.406  -0.352
4 C -3.620 2.903 2.881  -0.063
5 C -3.908 1.668 2.416  -0.067
6 N -2.842 1.233 1.643  -0.391
7 C -1.911 2.237 1.622  0.269
8 S -0.462 2.375 0.805  -0.068
9 C -2.783 -0.049 1.086  0.400
10 C -3.451 -1.097 1.726  -0.287
11 C -3.689 -2.265 1.037  -0.119
12 C -3.281 -2.343 -0.305  -0.251
13 C -2.516 -1.332 -0.820  0.121
14 N -2.177 -0.212 -0.133  -0.476
15 H -2.243 5.113 3.290  0.210
16 H -1.455 4.956 1.696  0.230
17 H -0.703 4.233 3.118  0.231
18 H -4.205 3.566 3.488  0.229
19 H -4.788 1.077 2.553  0.235
20 H -3.768 -0.976 2.752  0.227
21 H -4.189 -3.101 1.504  0.223
22 H -3.520 -3.198 -0.919  0.245
23 H -2.134 -1.384 -1.835  0.278
24 S -0.195 -2.770 -3.956  -0.930
25 Sb 1.243 -1.831 -2.392  1.363
26 S 0.424 -2.521 -0.230  -0.646
27 S 0.507 0.466 -2.240  -0.478
28 S 3.397 -2.524 -2.847  -0.809
29 C 3.009 2.250 3.339  -0.622
30 C 2.792 0.966 4.134  -0.357
31 C 2.796 -0.276 3.221  -0.272
32 C 2.597 -1.568 4.037  -0.370
33 C 2.646 -2.807 3.147  -0.623
34 C 4.160 -0.360 2.558  0.723
35 O 5.187 -0.500 3.189  -0.621
36 N 4.170 -0.263 1.202  -0.655
37 C 3.063 -0.114 0.351  0.795
38 O 3.241 -0.099 -0.846  -0.562
39 N 1.857 -0.006 0.935  -0.655
40 C 1.641 -0.156 2.245  0.718
41 O 0.472 -0.192 2.642  -0.679
42 H 2.975 3.119 3.995  0.204
43 H 2.242 2.363 2.572  0.216
44 H 3.981 2.229 2.849  0.211
45 H 1.836 1.012 4.659  0.211
46 H 3.589 0.847 4.872  0.218
47 H 1.630 -1.514 4.538  0.215
48 H 3.383 -1.622 4.792  0.214
49 H 1.926 -2.729 2.332  0.234
50 H 2.410 -3.700 3.724  0.207
51 H 3.639 -2.931 2.718  0.211
52 H 5.056 -0.371 0.723  0.431


Record 2
A molecular structure, C17H20MoNO4Si2 at a distorted geometry, computed with wB97M-V/def2-TZVPD.

Output
energy = -1661.644195 a.u.
total charge = +3
orbital gap (spin up / spin down) = 5.8 / 5.9 eV

Last column: natural (NBO) charge in e.
Element x y z (Å)
1 Mo -0.996 0.900 -0.103  1.123
2 O -3.059 -0.952 -3.133  -0.523
3 C -2.626 -0.527 -2.021  0.870
4 O -1.603 0.223 -1.892  -0.633
5 C -3.324 -0.899 -0.769  0.037
6 C -4.476 -1.640 -0.594  -0.095
7 C -4.960 -1.772 0.719  -0.095
8 C -4.318 -1.135 1.772  -0.107
9 C -3.175 -0.388 1.487  0.099
10 N -2.689 -0.328 0.263  -0.403
11 C -2.355 0.398 2.467  0.772
12 O -2.419 0.510 3.618  -0.327
13 O -1.315 1.076 1.658  -0.578
14 H -2.564 -0.644 -3.921  0.561
15 H -4.990 -2.092 -1.433  0.292
16 H -5.852 -2.358 0.902  0.291
17 H -4.684 -1.197 2.790  0.298
18 C 0.853 3.336 0.753  -1.223
19 Si 1.507 2.238 -0.565  1.855
20 C 0.929 2.640 -2.260  -1.229
21 C 2.828 1.048 -0.266  -0.631
22 C 4.156 1.479 -0.402  -0.149
23 C 5.201 0.597 -0.167  -0.154
24 C 4.922 -0.711 0.200  -0.147
25 C 3.605 -1.141 0.337  -0.111
26 C 2.535 -0.275 0.108  -0.523
27 Si 0.830 -1.002 0.349  1.557
28 C 0.497 -1.536 2.086  -1.164
29 C 0.362 -2.246 -0.947  -1.164
30 H 1.660 4.099 0.741  0.353
31 H 0.854 2.899 1.752  0.311
32 H -0.078 3.865 0.549  0.295
33 H 1.716 3.353 -2.578  0.347
34 H -0.017 3.176 -2.346  0.290
35 H 0.981 1.797 -2.950  0.300
36 H 4.398 2.498 -0.690  0.232
37 H 6.225 0.929 -0.269  0.263
38 H 5.734 -1.403 0.384  0.260
39 H 3.437 -2.172 0.630  0.223
40 H 1.214 -2.331 2.320  0.297
41 H -0.496 -1.967 2.227  0.250
42 H 0.662 -0.735 2.807  0.275
43 H 1.039 -3.100 -0.829  0.300
44 H 0.504 -1.873 -1.962  0.260
45 H -0.651 -2.637 -0.822  0.244


Record 3
C17H20N2O2S in the gas phase at a distorted geometry, computed with wB97M-V/def2-TZVPD.

Output
energy = -1317.982786 a.u.
orbital gap = 8.5 eV
structure (SMILES) = CC(C)(C)[C@@H](c1cc2c(s1)CCC(C(=O)O)=C2)n1ccnc1

Last column: natural (NBO) charge in e.
Element x y z (Å)
1 O 0.410 -2.023 -5.736  -0.599
2 N 0.123 -1.021 4.938  -0.451
3 O -0.444 0.076 -5.520  -0.684
4 S 1.321 -0.953 0.886  0.478
5 C 0.124 -1.064 -5.038  0.765
6 C 0.723 -0.333 3.998  0.158
7 C -1.223 -0.655 4.899  -0.096
8 C 0.197 0.004 -2.815  -0.101
9 C -0.058 0.847 -0.347  -0.225
10 C 0.434 -0.089 -1.351  -0.147
11 C -1.450 0.263 3.874  -0.104
12 C 1.200 -1.092 -0.830  -0.151
13 C 0.397 -1.098 -3.597  -0.134
14 C 0.420 0.512 0.911  -0.207
15 N -0.180 0.470 3.309  -0.364
16 C 2.454 2.169 2.495  -0.622
17 C 0.411 3.237 3.684  -0.618
18 C 0.765 3.514 1.290  -0.611
19 C 1.776 -2.185 -1.736  -0.419
20 C 0.961 -2.369 -2.993  -0.425
21 C 0.026 1.298 2.147  -0.060
22 C 0.934 2.527 2.429  -0.038
23 H -0.474 -0.055 -6.485  0.499
24 H 1.754 -0.442 3.715  0.207
25 H -1.944 -1.137 5.511  0.208
26 H -0.193 0.920 -3.202  0.226
27 H -0.693 1.666 -0.568  0.223
28 H -2.406 0.678 3.556  0.228
29 H 2.654 1.630 3.441  0.212
30 H 3.041 3.087 2.481  0.217
31 H 2.742 1.583 1.601  0.219
32 H 1.032 4.060 4.077  0.222
33 H -0.591 3.583 3.446  0.205
34 H 0.312 2.585 4.567  0.222
35 H 1.212 4.483 1.525  0.219
36 H 1.314 3.155 0.420  0.216
37 H -0.291 3.649 0.996  0.201
38 H 2.812 -1.899 -2.009  0.216
39 H 1.823 -3.112 -1.199  0.228
40 H 1.575 -2.901 -3.708  0.247
41 H 0.149 -3.064 -2.774  0.219
42 H -0.925 1.720 1.939  0.221


Record 4
C17H20N2O3S in the gas phase, computed with wB97M-V/def2-TZVPD.

Output
energy = -1393.241667 a.u.
orbital gap = 9.4 eV
structure (SMILES) = CCC(=O)Nc1ccc(S(=O)(=O)NCCc2ccccc2)cc1

Last column: natural (NBO) charge in e.
Element x y z (Å)
1 C 4.548 2.059 -3.855  -0.597
2 C 4.687 2.928 -2.604  -0.493
3 C 3.567 2.630 -1.622  0.691
4 O 2.614 3.355 -1.465  -0.591
5 N 3.753 1.442 -0.965  -0.605
6 C 2.940 0.825 -0.017  0.156
7 C 1.771 1.410 0.470  -0.206
8 C 1.017 0.746 1.420  -0.174
9 C 1.420 -0.492 1.880  -0.369
10 C 2.574 -1.085 1.405  -0.180
11 C 3.337 -0.428 0.461  -0.237
12 H 4.247 -0.879 0.092  0.209
13 H 2.866 -2.046 1.800  0.243
14 S 0.419 -1.381 3.067  2.326
15 O -0.335 -0.446 3.844  -0.936
16 O 1.239 -2.355 3.724  -0.938
17 N -0.665 -2.236 2.137  -0.857
18 H -0.228 -2.991 1.633  0.397
19 C -1.655 -1.486 1.405  -0.229
20 H -1.931 -0.656 2.058  0.226
21 C -2.891 -2.346 1.110  -0.442
22 C -3.967 -1.509 0.479  0.077
23 C -4.126 -1.473 -0.900  -0.247
24 C -5.101 -0.678 -1.478  -0.203
25 C -5.927 0.095 -0.681  -0.223
26 C -5.773 0.069 0.695  -0.190
27 C -4.799 -0.727 1.270  -0.249
28 H -4.682 -0.748 2.344  0.213
29 H -6.417 0.669 1.322  0.212
30 H -6.689 0.714 -1.130  0.213
31 H -5.216 -0.663 -2.552  0.212
32 H -3.485 -2.077 -1.527  0.207
33 H -3.242 -2.770 2.052  0.223
34 H -2.608 -3.165 0.446  0.203
35 H -1.254 -1.076 0.465  0.183
36 H 0.122 1.190 1.827  0.239
37 H 1.469 2.377 0.104  0.257
38 H 4.591 0.927 -1.196  0.396
39 H 5.655 2.756 -2.129  0.210
40 H 4.615 3.979 -2.881  0.236
41 H 3.585 2.237 -4.328  0.219
42 H 5.332 2.304 -4.567  0.218
43 H 4.622 1.000 -3.614  0.198